Entry from the OMol25 dataset: a cluster of 3 separate species, C34H73Cl2N2O6PS2 in total (wB97M-V/def2-TZVPD).

Last columns: bonded neighbours and bond lengths (Å).
CARTESIAN COORDINATES (ANGSTROEM)
1 C -1.256 4.420 -3.520  C2 1.538, H34 1.085, H35 1.087, H36 1.091
2 C -0.788 3.526 -2.359  C1 1.538, C3 1.531, H37 1.090, H38 1.089
3 C -1.222 4.150 -1.030  C2 1.531, O4 1.417, H39 1.090, H40 1.092
4 O -1.051 3.340 0.119  C3 1.417, C5 1.407
5 C -1.871 2.213 0.315  O4 1.407, S6 1.819, C7 1.548, C28 1.544
6 S -3.516 2.244 -0.460  C5 1.819, H41 1.337
7 C -1.052 0.970 -0.113  C5 1.548, O8 1.433, H42 1.083, H43 1.092
8 O -1.941 -0.132 -0.334  C7 1.433, S9 1.595
9 S -2.310 -0.761 1.085  O8 1.595, O10 1.431, O11 1.431, C12 1.873
10 O -1.211 -1.587 1.482  S9 1.431
11 O -3.574 -1.411 0.917  S9 1.431
12 C -2.518 0.638 2.313  S9 1.873, C13 1.547, P26 1.862, C28 1.587
13 C -1.634 0.197 3.503  C12 1.547, C14 1.536, H44 1.089, H45 1.083
14 C -2.063 -1.076 4.248  C13 1.536, C15 1.545, H46 1.087, H47 1.087
15 C -0.842 -1.818 4.835  C14 1.545, C16 1.534, H48 1.092, H49 1.090
16 C -0.885 -3.338 4.638  C15 1.534, C17 1.530, H50 1.092, H51 1.091
17 C 0.499 -3.936 4.380  C16 1.530, C18 1.528, H52 1.094, H53 1.092
18 C 0.427 -5.410 3.984  C17 1.528, C19 1.546, H54 1.093, H55 1.089
19 C -0.165 -5.588 2.567  C18 1.546, C20 1.537, H56 1.092, H57 1.088
20 C 0.568 -6.618 1.694  C19 1.537, C21 1.546, H58 1.088, H59 1.091
21 C 0.611 -6.231 0.197  C20 1.546, C22 1.531, H60 1.090, H61 1.091
22 C 0.328 -7.407 -0.742  C21 1.531, C23 1.533, H62 1.092, H63 1.089
23 C -1.164 -7.633 -1.011  C22 1.533, O24 1.419, H64 1.095, H65 1.093
24 O -1.531 -8.947 -0.619  C23 1.419, C25 1.414
25 C -2.718 -9.391 -1.247  O24 1.414, H66 1.092, H67 1.093, H68 1.086
26 P -4.302 0.508 2.830  C12 1.862, O27 1.479, H69 1.392, H70 1.403
27 O -4.607 1.284 4.052  P26 1.479
28 C -2.013 2.068 1.845  C5 1.544, C12 1.587, C29 1.550, H71 1.092
29 C -2.570 3.346 2.522  C28 1.550, Cl30 1.796, C31 1.548, H72 1.085
30 Cl -2.149 3.382 4.268  C29 1.796
31 C -4.034 3.782 2.273  C29 1.548, C32 1.518, Cl33 1.817, H73 1.084
32 C -4.813 4.292 3.472  C31 1.518, H74 1.085, H75 1.090, H76 1.086
33 Cl -3.993 5.142 1.069  C31 1.817
34 H -0.462 4.620 -4.232  C1 1.085
35 H -2.106 3.967 -4.024  C1 1.087
36 H -1.605 5.375 -3.125  C1 1.091
37 H 0.300 3.458 -2.345  C2 1.090
38 H -1.185 2.518 -2.465  C2 1.089
39 H -2.231 4.558 -1.091  C3 1.090
40 H -0.563 5.002 -0.857  C3 1.092
41 H -3.220 1.763 -1.672  S6 1.337
42 H -0.414 1.162 -0.967  C7 1.083
43 H -0.384 0.705 0.710  C7 1.092
44 H -0.619 0.062 3.133  C13 1.089
45 H -1.603 1.018 4.209  C13 1.083
46 H -2.534 -1.771 3.557  C14 1.087
47 H -2.739 -0.819 5.059  C14 1.087
48 H 0.070 -1.471 4.345  C15 1.092
49 H -0.724 -1.572 5.891  C15 1.090
50 H -1.517 -3.568 3.778  C16 1.092
51 H -1.322 -3.853 5.496  C16 1.091
52 H 1.095 -3.813 5.289  C17 1.094
53 H 0.997 -3.379 3.584  C17 1.092
54 H -0.223 -5.913 4.705  C18 1.093
55 H 1.407 -5.878 4.054  C18 1.089
56 H -0.125 -4.617 2.069  C19 1.092
57 H -1.209 -5.882 2.651  C19 1.088
58 H 1.587 -6.767 2.046  C20 1.088
59 H 0.044 -7.572 1.767  C20 1.091
60 H -0.107 -5.438 -0.008  C21 1.090
61 H 1.610 -5.857 -0.032  C21 1.091
62 H 0.826 -7.233 -1.698  C22 1.092
63 H 0.750 -8.332 -0.350  C22 1.089
64 H -1.746 -6.902 -0.440  C23 1.095
65 H -1.387 -7.514 -2.074  C23 1.093
66 H -2.502 -9.728 -2.263  C25 1.092
67 H -3.462 -8.592 -1.282  C25 1.093
68 H -3.119 -10.209 -0.657  C25 1.086
69 H -4.566 -0.851 2.974  P26 1.392
70 H -5.066 0.894 1.718  P26 1.403
71 H -0.966 2.084 2.154  C28 1.092
72 H -1.946 4.144 2.133  C29 1.085
73 H -4.621 3.012 1.785  C31 1.084
74 H -4.886 3.530 4.240  C32 1.085
75 H -5.823 4.524 3.131  C32 1.090
76 H -4.386 5.212 3.859  C32 1.086
77 C 5.052 8.762 -0.497  C78 1.521, H84 1.091, H85 1.090, H86 1.090
78 C 4.051 8.589 -1.630  C77 1.521, N79 1.451, H87 1.093, H88 1.102
79 N 3.496 7.250 -1.700  C78 1.451, C80 1.450, C82 1.453
80 C 2.777 6.984 -2.931  N79 1.450, C81 1.534, H89 1.094, H90 1.095
81 C 1.502 7.787 -3.213  C80 1.534, H91 1.090, H92 1.092, H93 1.090
82 C 2.873 6.762 -0.481  N79 1.453, C83 1.535, H94 1.093, H95 1.093
83 C 1.714 7.573 0.114  C82 1.535, H96 1.091, H97 1.092, H98 1.089
84 H 5.836 8.006 -0.555  C77 1.091
85 H 5.519 9.745 -0.567  C77 1.090
86 H 4.580 8.696 0.483  C77 1.090
87 H 4.564 8.780 -2.576  C78 1.093
88 H 3.276 9.367 -1.539  C78 1.102
89 H 2.537 5.916 -2.956  C80 1.094
90 H 3.475 7.144 -3.759  C80 1.095
91 H 0.673 7.466 -2.582  C81 1.090
92 H 1.196 7.635 -4.250  C81 1.092
93 H 1.648 8.858 -3.074  C81 1.090
94 H 3.651 6.670 0.281  C82 1.093
95 H 2.539 5.737 -0.667  C82 1.093
96 H 1.937 8.640 0.146  C83 1.091
97 H 1.530 7.249 1.140  C83 1.092
98 H 0.785 7.437 -0.438  C83 1.089
99 C 2.943 -4.464 -5.427  C100 1.521, H106 1.091, H107 1.091, H108 1.090
100 C 2.058 -3.650 -4.495  C99 1.521, N101 1.450, H109 1.093, H110 1.103
101 N 2.099 -4.111 -3.121  C100 1.450, C102 1.451, C104 1.452
102 C 1.054 -3.548 -2.288  N101 1.451, C103 1.533, H111 1.093, H112 1.095
103 C 1.062 -2.036 -2.029  C102 1.533, H113 1.090, H114 1.093, H115 1.091
104 C 3.420 -4.188 -2.522  N101 1.452, C105 1.535, H116 1.093, H117 1.093
105 C 4.264 -2.907 -2.473  C104 1.535, H118 1.091, H119 1.092, H120 1.089
106 H 2.705 -5.526 -5.354  C99 1.091
107 H 2.781 -4.148 -6.458  C99 1.091
108 H 4.003 -4.332 -5.208  C99 1.090
109 H 1.024 -3.736 -4.838  C100 1.093
110 H 2.326 -2.585 -4.595  C100 1.103
111 H 1.064 -4.069 -1.327  C102 1.093
112 H 0.095 -3.810 -2.748  C102 1.095
113 H 1.851 -1.750 -1.333  C103 1.090
114 H 0.115 -1.741 -1.572  C103 1.093
115 H 1.183 -1.455 -2.945  C103 1.091
116 H 3.990 -4.951 -3.058  C104 1.093
117 H 3.304 -4.583 -1.509  C104 1.093
118 H 4.256 -2.376 -3.426  C105 1.091
119 H 5.303 -3.162 -2.253  C105 1.092
120 H 3.930 -2.220 -1.697  C105 1.089

Results
2S+1	1
E	-107709.3446	eV
frontier orbital gap	8.44	eV
SMILES	CCCO[C@@]1(S)COS(=O)(=O)[C@](CCCCCCCCCCCOC)([PH2]=O)[C@@H]1[C@H](Cl)[C@@H](C)Cl.CCN(CC)CC.CCN(CC)CC
E_HOMO	-8.16	eV
LUMO level	0.3	eV

Here are the Mulliken charges for atoms 1 to 99, given in e:
1 C -1.3835
2 C 0.1732
3 C -0.7461
4 O -0.2947
5 C 1.3190
6 S -0.1035
7 C -1.2994
8 O -0.5039
9 S 1.6988
10 O -0.5140
11 O -0.8067
12 C 1.4383
13 C -1.5894
14 C -1.1584
15 C -1.0188
16 C -0.5136
17 C -0.8451
18 C -0.9649
19 C -0.4022
20 C -0.6696
21 C -0.1603
22 C -1.0865
23 C -0.3967
24 O -0.3480
25 C -0.7676
26 P 0.2635
27 O -0.7798
28 C -2.6525
29 C -0.3299
30 Cl -0.2226
31 C 0.3412
32 C -1.7665
33 Cl -0.1990
34 H 0.3269
35 H 0.3509
36 H 0.3476
37 H 0.3324
38 H 0.1370
39 H 0.4548
40 H 0.4545
41 H 0.2185
42 H 0.4920
43 H 0.4559
44 H 0.4095
45 H 0.5785
46 H 0.6690
47 H 0.6063
48 H 0.4749
49 H 0.4931
50 H 0.2724
51 H 0.3748
52 H 0.4064
53 H 0.4308
54 H 0.3558
55 H 0.4981
56 H 0.0809
57 H 0.3357
58 H 0.4520
59 H 0.2475
60 H 0.2301
61 H 0.0716
62 H 0.3873
63 H 0.4331
64 H 0.2865
65 H 0.4051
66 H 0.2782
67 H 0.3341
68 H 0.2567
69 H 0.1650
70 H 0.1775
71 H 0.5227
72 H 0.9600
73 H 0.2620
74 H 0.4294
75 H 0.4189
76 H 0.4038
77 C -1.4199
78 C -0.3479
79 N 0.1274
80 C -0.7055
81 C -0.8924
82 C -0.7187
83 C -0.9619
84 H 0.3360
85 H 0.4337
86 H 0.2877
87 H 0.4531
88 H 0.2683
89 H 0.3544
90 H 0.3846
91 H 0.0839
92 H 0.4044
93 H 0.3204
94 H 0.3481
95 H 0.3418
96 H 0.3328
97 H 0.3702
98 H 0.1851
99 C -1.4321